Formula: C36H104N6O19
Source: the Open Molecules 2025 dataset
Level of theory: ωB97M-V/def2-TZVPD

Summary:
Kohn-Sham gap	8.22	eV
multiplicity	1
E_LUMO	-0.2	eV
energy above the lowest of the compared OMol25 structures with the same formula, charge and spin	0.0	kJ/mol
electronic energy	-86848.5793	eV

```
165
Properties=species:S:1:pos:R:3:forces:R:3:lowdin_charge:R:1
O -0.3336 2.7663 -5.5943 0.2 -0.1 0.3 -0.042
H -0.9839 2.3601 -6.1673 -0.2 -0.2 -0.2 0.041
H -0.5249 3.7031 -5.6404 0.0 0.3 -0.1 0.040
O 0.7071 4.1547 -0.4539 -0.8 -0.4 0.7 -0.051
H 0.6307 4.9516 0.0709 -0.2 0.1 0.2 0.049
H 1.4743 4.3040 -1.0065 0.9 0.2 -1.0 -0.015
O 3.2758 -1.6411 -1.0398 0.2 0.2 0.3 -0.054
H 3.6429 -2.2854 -1.6451 0.0 -0.2 -0.3 0.022
H 2.4489 -1.3768 -1.4431 -0.4 0.0 -0.1 0.003
O -4.3055 4.4178 -0.4993 0.1 0.4 0.2 -0.052
H -4.1987 3.5225 -0.8208 -0.1 -0.4 -0.3 -0.014
H -5.2187 4.6333 -0.6884 -0.2 0.1 0.0 0.037
O -1.0352 2.6938 -2.1083 -0.4 -0.5 -0.3 -0.049
H -0.4868 3.2965 -1.6061 0.4 0.6 0.7 -0.005
H -0.5999 2.6246 -2.9580 0.0 -0.1 -0.5 0.023
O -0.1084 -0.2084 -1.4431 0.4 -0.5 -0.2 -0.045
H 0.2943 0.6594 -1.4121 -0.1 0.4 0.0 0.015
H -1.0185 -0.0599 -1.1862 -0.3 0.2 0.1 0.025
O -3.7939 1.9231 -2.2846 -0.6 -0.2 0.3 -0.054
H -2.9418 2.3192 -2.1023 0.9 0.2 0.0 -0.019
H -3.9049 2.0176 -3.2307 -0.1 0.0 -0.2 0.041
C 4.0947 -0.6798 4.1370 -0.1 -0.2 1.4 -0.109
O 3.3651 0.3345 4.8110 -1.2 -0.1 -0.7 -0.207
C 2.7754 1.2627 3.8791 0.7 0.0 0.6 -0.214
C 1.9091 2.2604 4.6644 -0.3 -0.9 0.5 -0.166
N 0.4889 1.8906 5.0461 1.2 -0.2 -2.1 -0.030
C -0.3440 1.3822 3.8946 -0.6 0.5 1.4 -0.197
C -1.1139 2.4843 3.1880 -0.7 0.1 0.5 -0.216
O -1.8777 1.8975 2.1338 1.8 -0.2 1.2 -0.184
C -2.4574 2.7567 1.2164 -0.7 0.0 -0.5 -0.130
H 3.5974 -1.1245 3.2749 -0.1 0.3 -0.2 0.086
H 4.1519 -1.4488 4.9074 0.4 -0.3 -0.2 0.086
H 5.1015 -0.3320 3.9058 0.1 0.0 -0.3 0.086
H 2.2935 0.7183 3.0669 -0.2 0.0 -0.1 0.106
H 3.6655 1.7664 3.5021 -0.2 0.6 -0.7 0.106
H 1.9377 3.2609 4.2329 -0.2 -0.1 -0.3 0.096
H 2.5266 2.3148 5.5610 -0.4 0.4 0.5 0.113
H 0.4940 1.1070 5.6834 0.5 0.1 0.3 0.090
H -1.0700 0.7974 4.4594 -0.3 -0.3 -0.5 0.113
H 0.0846 0.7164 3.1454 0.6 0.0 0.1 0.105
H -0.4852 3.3419 2.9481 0.4 -0.2 -0.9 0.115
H -1.8206 2.9304 3.8877 -0.2 0.0 0.3 0.121
H -2.6416 3.7841 1.5305 -0.1 -0.1 0.5 0.090
H -3.4051 2.2438 1.0528 -0.3 0.6 -0.7 0.084
H -1.8726 2.8434 0.3007 0.1 -0.2 -0.2 0.068
C -2.5073 -3.2453 -1.6551 -0.5 0.1 -0.1 -0.050
O -3.2951 -3.8164 -2.7611 0.9 -0.7 1.3 -0.184
C -3.4482 -3.1091 -3.9666 2.1 2.6 -0.1 -0.197
C -2.0336 -2.5983 -4.5264 -2.4 -2.1 0.2 -0.196
N -1.2039 -3.7772 -4.7486 -0.6 1.1 -0.7 -0.067
C 0.1076 -3.3160 -5.1300 1.3 -1.0 0.8 -0.226
C 0.8281 -2.7003 -3.8938 2.3 -0.9 -2.0 -0.166
O 2.2864 -2.8121 -4.0625 -0.5 0.2 0.3 -0.241
C 2.8647 -2.1003 -5.1622 -1.0 -0.3 1.0 -0.100
H -2.9813 -2.3971 -1.1612 -0.4 0.3 -0.5 0.071
H -1.4610 -2.9804 -1.8074 0.0 0.2 -1.1 0.065
H -2.3778 -3.9289 -0.8160 -0.8 -0.9 -0.5 0.075
H -4.0146 -2.1949 -3.7891 -0.3 0.3 0.2 0.093
H -4.0102 -3.6087 -4.7556 0.3 -0.9 0.5 0.121
H -1.5981 -1.9143 -3.7979 -0.1 0.5 -0.3 0.090
H -2.2158 -2.2068 -5.5272 0.0 0.7 0.2 0.117
H -1.1693 -4.2828 -3.8749 0.3 -0.3 0.0 0.097
H 0.2121 -2.7050 -6.0266 -1.0 0.7 0.2 0.114
H 0.6381 -4.1837 -5.5223 0.6 -0.3 0.7 0.117
H 0.6740 -3.3792 -3.0551 -0.4 0.5 0.2 0.123
H 0.6080 -1.6440 -3.7391 -0.4 -0.1 0.4 0.102
H 2.1996 -1.2816 -5.4365 0.1 0.3 -0.2 0.079
H 2.9632 -2.7824 -6.0067 0.3 0.2 -0.1 0.085
H 3.8050 -1.7006 -4.7824 0.1 -0.1 -0.5 0.081
C -0.6681 -11.3335 3.7472 -0.7 0.6 -0.6 -0.124
O -0.5892 -10.0436 4.3358 1.1 0.6 -0.6 -0.199
C -0.2235 -9.0137 3.3663 -2.4 1.1 0.8 -0.172
C -0.4252 -7.5499 4.0673 -0.7 -1.9 -0.6 -0.143
N -1.8359 -7.0313 4.0590 1.2 -0.5 0.1 -0.067
C -2.2880 -6.4619 2.8025 1.0 -0.7 -0.2 -0.197
C -1.5787 -5.1701 2.3956 -0.8 1.4 -1.4 -0.225
O -2.0782 -4.0633 3.1133 0.6 1.2 1.3 -0.194
C -1.4402 -2.7893 2.8566 -1.1 -0.2 0.7 -0.086
H -1.3455 -11.2617 2.8963 0.2 0.0 -0.6 0.077
H -1.2007 -12.0582 4.3631 0.5 0.3 0.7 0.085
H 0.3086 -11.6961 3.4267 0.0 -0.2 0.0 0.085
H -0.9157 -9.1321 2.5327 -0.8 0.3 0.0 0.088
H 0.6809 -9.0962 2.7634 1.0 -0.3 1.1 0.108
H 0.3051 -6.8950 3.5919 0.0 0.3 0.1 0.088
H -0.1653 -7.7320 5.1101 0.2 0.2 0.0 0.107
H -1.9433 -6.2907 4.7372 0.3 -0.2 0.5 0.097
H -3.3759 -6.4385 2.8672 0.0 0.7 -0.3 0.124
H -2.0556 -7.2187 2.0533 -0.1 0.1 -0.4 0.106
H -1.7880 -4.8474 1.3757 -0.3 -0.9 -0.8 0.099
H -0.4891 -5.1639 2.3672 0.3 -0.6 0.8 0.111
H -1.7327 -2.3374 1.9088 0.3 -0.5 -0.6 0.074
H -0.3657 -2.7461 3.0352 0.2 -0.5 -0.3 0.085
H -1.8700 -2.0689 3.5526 -0.1 -0.3 0.4 0.078
C -11.1424 -5.0094 0.7733 -0.6 -0.4 1.4 -0.143
O -10.9329 -3.7905 0.1253 0.5 0.0 -1.6 -0.169
C -9.6644 -3.7495 -0.5547 0.9 0.5 0.5 -0.202
C -8.4536 -3.4379 0.3417 0.0 0.4 -0.2 -0.203
N -7.1299 -3.7956 -0.2216 0.3 0.3 0.3 -0.042
C -6.6506 -3.1078 -1.4306 -0.8 -2.1 -0.9 -0.226
C -6.1100 -1.7402 -1.1728 -0.1 -0.8 -1.3 -0.232
O -5.3616 -1.8680 0.0211 0.4 1.3 0.6 -0.198
C -4.7284 -0.6597 0.4854 -0.8 0.7 -1.1 -0.068
H -11.0584 -5.9600 0.2465 1.3 0.2 -0.7 0.088
H -12.1773 -5.1938 1.0614 -0.4 1.2 0.2 0.081
H -10.5648 -4.9426 1.6952 0.1 -0.9 0.1 0.084
H -9.6099 -2.8929 -1.2265 -1.0 -0.2 -0.4 0.113
H -9.4376 -4.6586 -1.1116 -0.3 -0.2 -0.1 0.120
H -8.5318 -3.8823 1.3339 0.1 -0.3 -0.1 0.112
H -8.4121 -2.3634 0.5202 -0.6 0.4 0.2 0.109
H -6.5802 -3.1835 0.3643 0.7 -1.2 1.4 0.063
H -7.4047 -3.2107 -2.2108 -0.2 0.8 -0.2 0.118
H -5.8001 -3.6057 -1.8963 0.0 -1.0 0.6 0.100
H -6.9939 -1.1168 -1.3078 0.5 1.3 1.1 0.129
H -5.4549 -1.6754 -2.0415 0.3 1.2 0.0 0.106
H -4.0217 -0.2546 -0.2388 0.3 -0.4 -0.3 0.065
H -4.2242 -0.7108 1.4504 -0.3 -0.7 0.0 0.089
H -5.4963 0.1137 0.5047 -0.1 0.2 0.5 0.087
C 8.3146 4.4131 1.0445 0.8 0.4 0.2 -0.092
O 8.1485 5.7973 1.3069 0.0 0.6 0.4 -0.212
C 8.2031 6.0896 2.7014 -1.2 -0.9 0.8 -0.186
C 6.8394 5.7524 3.4380 1.1 -0.1 -1.5 -0.212
N 5.7102 5.9531 2.5455 -0.8 -0.6 0.5 -0.053
C 4.6295 4.9558 2.8372 0.7 0.6 -1.5 -0.160
C 4.0215 4.1224 1.6673 0.1 -1.0 0.9 -0.166
O 4.8292 3.0122 1.1405 -0.6 1.4 0.4 -0.179
C 4.1474 2.3483 0.0978 -0.3 0.3 -0.9 -0.122
H 8.4032 4.2687 -0.0323 -0.6 0.0 0.0 0.093
H 7.5399 3.8216 1.5325 -0.1 -0.2 -0.3 0.082
H 9.2981 4.1275 1.4177 0.1 -0.3 0.3 0.085
H 8.5244 7.1104 2.9085 0.0 0.0 -0.6 0.117
H 8.8580 5.3804 3.2075 0.8 0.3 -0.2 0.106
H 6.8017 6.2687 4.3973 -0.2 0.4 -0.1 0.113
H 6.9209 4.6948 3.6890 -0.1 -0.3 0.2 0.090
H 6.0158 5.9076 1.5839 0.2 -0.2 0.0 0.069
H 3.8115 5.5521 3.2415 -0.3 -0.4 0.2 0.109
H 5.0320 4.2727 3.5851 -0.4 -0.2 0.1 0.102
H 3.5699 4.7066 0.8656 0.5 0.3 -0.3 0.102
H 3.1623 3.6482 2.1416 -0.3 -0.1 0.1 0.090
H 3.3212 1.6838 0.3505 0.3 -0.5 0.9 0.088
H 4.8606 1.8440 -0.5543 0.1 -0.2 0.4 0.082
H 3.5922 3.0244 -0.5525 0.3 0.8 -0.2 0.050
C 4.5866 7.5047 -0.5070 -1.0 -0.7 0.7 -0.092
O 3.9468 6.7430 -1.5407 -1.4 1.3 0.6 -0.198
C 2.5149 7.0917 -1.6321 0.9 -1.2 -2.2 -0.156
C 2.0163 6.1467 -2.7905 -1.3 1.6 1.6 -0.211
N 2.4251 4.7977 -2.5624 0.5 -1.3 -1.3 -0.078
C 2.1780 3.9808 -3.7753 0.2 -1.0 0.2 -0.168
C 2.9955 2.6900 -3.7212 1.0 0.8 -0.2 -0.169
O 4.3451 3.0189 -4.1529 -1.2 0.1 -0.2 -0.176
C 5.2675 2.1315 -3.6269 1.3 -0.8 0.5 -0.142
H 4.5216 8.5794 -0.6775 0.3 0.0 -0.2 0.090
H 5.5865 7.1471 -0.2617 0.1 0.1 -0.8 0.082
H 4.0360 7.2850 0.4077 -0.1 0.3 0.4 0.071
H 2.2916 8.1178 -1.9241 0.8 0.3 -0.4 0.113
H 1.9026 7.0394 -0.7319 0.5 -0.9 0.6 0.106
H 2.1513 6.5781 -3.7823 1.1 -0.1 -0.2 0.117
H 0.9266 6.1590 -2.7680 -0.4 -0.1 0.4 0.116
H 3.4304 4.7372 -2.4857 0.4 0.5 0.4 0.107
H 2.5125 4.5070 -4.6693 -0.2 0.2 -0.2 0.126
H 1.1314 3.6925 -3.8738 -0.1 0.3 0.0 0.083
H 2.6522 1.8853 -4.3713 -0.4 0.1 0.0 0.125
H 3.0440 2.3502 -2.6867 -0.1 -0.2 0.1 0.105
H 5.6574 2.5090 -2.6816 -0.1 -0.1 0.3 0.079
H 6.1469 1.9597 -4.2476 -0.1 0.6 -0.5 0.087
H 4.9123 1.1090 -3.4985 -0.6 0.0 0.2 0.085
```
Forces are in eV/Å.

=====

Formula: C54H42IrN6O2S3
Source: the Open Molecules 2025 dataset
Level of theory: ωB97M-V/def2-TZVPD

Summary:
expectation value of S²	6.04
Kohn-Sham gap (alpha / beta)	5.57 / 6.19	eV
net charge	+1
multiplicity	5
E_LUMO (alpha / beta)	-2.6 / -3.5	eV
electronic energy	-105044.5802	eV

```
108
Properties=species:S:1:pos:R:3:forces:R:3:nbo_charge:R:1
Ir -0.7610 1.4072 -1.4485 0.9 -0.5 -0.2 1.350
O -2.1410 0.6021 -5.1947 0.0 0.1 0.1 -0.592
C -1.4551 1.0613 -4.3070 0.2 -0.1 -0.1 0.743
O -1.8644 1.5976 -3.2055 -0.6 0.0 0.4 -0.766
C 0.0590 1.0675 -4.4438 0.1 0.0 0.2 0.137
C 0.6575 0.8518 -5.6964 0.1 -0.1 -0.2 -0.224
C 2.0147 0.9332 -5.7972 -0.1 0.0 0.0 -0.125
C 2.7782 1.2464 -4.6497 -0.2 0.0 0.2 -0.124
C 4.1821 1.3952 -4.6865 0.1 0.0 0.0 -0.171
C 4.8787 1.7012 -3.5507 0.0 -0.1 -0.1 -0.208
C 4.1982 1.8735 -2.3302 -0.1 0.0 0.1 -0.210
C 2.8379 1.7448 -2.2632 0.0 0.0 0.1 -0.188
C 2.0932 1.4291 -3.4184 0.3 0.0 -0.3 0.224
N 0.7366 1.3133 -3.3468 -0.1 0.3 -0.3 -0.491
H 0.0134 0.6214 -6.5331 0.0 0.0 0.0 0.259
H 2.5216 0.7781 -6.7421 0.0 0.0 0.0 0.226
H 4.6905 1.2764 -5.6356 0.0 0.0 0.0 0.221
H 5.9538 1.8192 -3.5812 0.0 0.0 0.0 0.223
H 4.7608 2.1226 -1.4384 0.0 0.0 0.0 0.218
H 2.2956 1.8997 -1.3428 0.0 0.0 0.0 0.220
N 0.5470 1.7499 0.1158 0.4 0.2 0.7 -1.240
S 1.2588 1.5754 1.3777 -0.5 0.1 -0.5 1.860
N 1.4214 0.1256 2.1074 0.1 0.0 0.1 -1.218
S 0.6367 -1.2005 2.0595 -0.2 0.3 -0.2 1.934
N 0.6513 -2.0527 0.7672 0.0 -0.3 0.1 -1.181
S -0.4138 -1.8922 -0.4742 -0.3 0.5 -0.1 1.839
N -1.0184 -0.5775 -0.6918 0.0 -0.3 -0.2 -1.247
C 0.5724 -2.6173 -1.7761 -0.2 -0.2 0.2 -0.328
C 0.4579 -3.9647 -2.0838 0.0 0.0 0.0 -0.187
C 1.1886 -4.4683 -3.1495 0.0 0.0 0.0 -0.205
C 2.0148 -3.6286 -3.8843 0.0 0.0 0.0 -0.162
C 2.1274 -2.2841 -3.5528 0.0 0.0 0.0 -0.218
C 1.3999 -1.7689 -2.4939 -0.1 0.2 0.2 -0.129
C -1.7026 -3.1031 -0.1716 0.2 0.2 0.1 -0.222
C -1.6931 -3.9760 0.9011 0.2 0.0 0.0 -0.228
C -2.8131 -4.7603 1.1394 0.0 0.0 0.0 -0.200
C -3.9074 -4.6828 0.2911 0.0 0.0 0.0 -0.177
C -3.8908 -3.8278 -0.8052 0.0 0.0 0.0 -0.199
C -2.7900 -3.0212 -1.0332 0.1 0.1 -0.1 -0.200
C 1.4857 -2.2165 3.2320 0.0 -0.2 0.0 -0.293
C 1.8148 -3.5223 2.8967 -0.1 0.2 -0.2 -0.130
C 2.4109 -4.3261 3.8545 0.1 0.0 0.1 -0.219
C 2.6664 -3.8237 5.1235 0.0 0.0 -0.1 -0.162
C 2.3322 -2.5124 5.4426 0.0 0.0 0.0 -0.189
C 1.7333 -1.7004 4.4975 0.0 0.2 -0.1 -0.184
C -0.9966 -0.9747 2.7533 0.2 0.0 0.0 -0.334
C -1.5125 -1.9146 3.6359 0.1 -0.1 0.0 -0.185
C -2.7801 -1.7153 4.1551 -0.1 0.0 0.0 -0.203
C -3.5030 -0.5812 3.8086 0.0 0.0 0.0 -0.162
C -2.9692 0.3556 2.9348 0.0 0.0 0.1 -0.209
C -1.7104 0.1579 2.3932 0.1 0.0 -0.1 -0.127
C 0.5933 2.6212 2.6820 0.1 -0.2 -0.1 -0.304
C 1.0484 2.5190 3.9868 0.0 0.0 0.0 -0.203
C 0.5398 3.3883 4.9385 0.0 0.0 0.0 -0.189
C -0.4039 4.3415 4.5753 -0.1 0.0 -0.1 -0.197
C -0.8487 4.4305 3.2627 0.0 0.0 0.1 -0.146
C -0.3457 3.5651 2.3035 0.0 -0.1 -0.1 -0.225
C 2.9807 2.0752 1.3665 -0.1 -0.2 0.1 -0.217
C 3.2229 3.4190 1.1173 -0.1 0.0 0.0 -0.208
C 4.5297 3.8742 1.0992 0.0 0.0 0.0 -0.205
C 5.5766 2.9880 1.3270 0.0 0.0 -0.1 -0.172
C 5.3191 1.6438 1.5558 0.1 0.0 0.0 -0.211
C 4.0132 1.1758 1.5762 -0.1 0.0 0.0 -0.205
H -0.1954 -4.6087 -1.5109 0.0 0.0 0.0 0.230
H 1.1045 -5.5149 -3.4091 0.0 0.0 0.0 0.229
H 2.5685 -4.0252 -4.7248 0.0 0.0 0.0 0.226
H 2.7783 -1.6347 -4.1234 0.0 0.0 0.0 0.229
H 1.4544 -0.7205 -2.2224 0.0 -0.1 0.0 0.226
H -0.8152 -4.0498 1.5281 0.0 0.0 0.1 0.223
H -2.8296 -5.4321 1.9877 0.0 0.0 0.0 0.225
H -4.7811 -5.2907 0.4856 0.0 0.0 0.0 0.230
H -4.7377 -3.7847 -1.4766 0.0 0.0 0.0 0.235
H -2.7584 -2.3197 -1.8582 -0.1 0.0 0.0 0.252
H 1.6132 -3.8778 1.8957 0.0 -0.1 0.0 0.246
H 2.6738 -5.3457 3.6088 0.0 0.0 0.0 0.235
H 3.1278 -4.4564 5.8698 0.0 0.0 0.0 0.234
H 2.5363 -2.1247 6.4311 0.0 0.0 0.0 0.234
H 1.4547 -0.6791 4.7266 0.0 0.0 0.0 0.239
H -0.9283 -2.7785 3.9251 -0.1 0.0 0.0 0.234
H -3.2025 -2.4379 4.8400 0.0 0.0 0.0 0.233
H -4.4900 -0.4266 4.2238 0.0 0.0 0.0 0.233
H -3.5365 1.2395 2.6748 0.0 0.0 -0.1 0.238
H -1.2959 0.8506 1.6744 -0.1 0.1 0.0 0.239
H 1.7933 1.7733 4.2372 0.0 0.1 0.1 0.229
H 0.8830 3.3302 5.9628 0.0 0.0 0.0 0.227
H -0.7902 5.0260 5.3189 0.0 0.0 0.0 0.230
H -1.5792 5.1777 2.9832 0.0 0.0 0.0 0.223
H -0.6580 3.6054 1.2667 0.0 0.0 0.0 0.249
H 2.3947 4.0956 0.9417 0.0 0.0 0.0 0.238
H 4.7313 4.9206 0.9149 0.0 0.0 0.0 0.233
H 6.5961 3.3498 1.3111 0.0 0.0 0.0 0.229
H 6.1369 0.9565 1.7269 0.0 0.0 0.0 0.230
H 3.7869 0.1348 1.7588 0.1 0.0 0.0 0.241
C -2.9686 1.9617 -0.3130 -0.9 0.3 0.2 -0.484
C -3.9423 1.9772 -1.3381 -0.3 0.0 -0.1 -0.075
C -4.3052 3.1727 -2.0025 0.1 -0.1 0.1 -0.177
C -5.1415 3.1547 -3.0898 -0.1 0.0 -0.1 -0.156
C -5.6671 1.9423 -3.5553 0.2 0.0 0.4 -0.169
C -5.3686 0.7532 -2.8766 -0.1 0.0 -0.2 -0.173
C -4.5388 0.7731 -1.7862 0.2 0.1 0.1 -0.134
C -6.5278 1.9210 -4.6901 -0.3 0.0 -0.3 0.284
N -7.2455 1.9082 -5.5895 0.1 0.0 0.0 -0.304
H -2.9527 1.0855 0.3260 0.3 -0.1 -0.2 0.197
H -2.7201 2.9061 0.1622 0.1 0.0 -0.1 0.194
H -3.8948 4.1116 -1.6501 0.0 0.0 -0.1 0.209
H -5.3861 4.0712 -3.6099 0.0 0.0 0.0 0.229
H -5.7792 -0.1796 -3.2393 0.0 0.0 0.0 0.225
H -4.2918 -0.1453 -1.2657 0.0 0.0 0.0 0.197
```
Forces are in eV/Å.